Density functional theory data (ωB97M-V with the def2-TZVPD basis set) for a molecular structure, C30H40Cl2MnN2O3P.

Net charge = -1
Kohn-Sham gap (alpha / beta) = 5.81 / 6.96 eV
E = -3915.248006 Eh
⟨S²⟩ = 8.773
Multiplicity = 6

Last column: Mulliken spin population.
CARTESIAN COORDINATES (ANGSTROEM)
C1 1.399 5.803 -2.126  0.000
H1 2.353 1.146 -2.802  0.005
H2 0.136 -0.159 -4.809  -0.003
C2 2.044 -1.918 -0.897  0.017
O1 1.628 0.954 -0.902  0.063
C3 2.880 -2.395 2.820  0.001
H3 4.533 -2.326 -0.958  0.000
H4 2.732 -1.113 -0.588  0.003
H5 -3.551 -3.993 2.187  0.000
H6 -2.846 -0.117 1.213  -0.001
P1 1.681 0.046 2.049  0.027
C4 1.780 -4.247 -1.546  0.002
C5 1.810 3.706 -3.276  -0.001
C6 -4.694 -1.586 2.266  0.000
H7 1.846 -5.009 -0.759  0.001
H8 -0.140 -1.326 3.979  0.000
H9 -0.218 4.097 5.649  0.000
H10 4.360 -4.055 -0.520  0.000
C7 1.827 2.542 3.403  0.001
H11 4.365 -3.570 -2.237  0.000
H12 0.741 -3.935 -1.676  0.000
H13 -0.934 2.550 -2.562  0.015
H14 1.505 -0.681 -3.779  -0.002
H15 -4.865 -0.582 1.860  0.000
O2 -1.171 -1.248 1.519  0.013
H16 3.777 -2.057 2.304  0.000
C8 -0.165 1.230 3.803  0.007
C9 -2.873 -3.230 2.595  0.001
O3 0.793 -1.737 -0.990  -0.009
H17 -5.322 -2.309 1.725  0.000
C10 2.832 -3.710 3.290  0.000
H18 -0.818 0.401 3.530  0.000
C11 1.758 5.103 -3.284  0.001
H19 -3.038 1.368 -3.311  0.010
C12 1.509 1.461 -2.146  -0.030
Mn1 -0.357 0.001 -1.003  4.557
C13 3.458 0.472 1.952  0.003
N1 2.600 -3.097 -1.186  0.005
H20 3.876 0.517 2.968  0.000
H21 2.080 3.144 -4.172  0.000
C14 1.792 -1.521 3.015  -0.005
H22 -0.149 -1.307 -3.473  0.005
C15 -2.398 -1.052 1.597  0.001
C16 1.704 -4.175 3.972  0.001
H23 -2.098 0.265 -4.319  0.001
C17 0.688 -1.986 3.754  0.002
H24 0.930 3.142 -0.041  0.015
C18 -0.613 2.185 4.719  -0.002
C19 0.162 0.756 -2.877  0.021
H25 -0.252 -3.650 4.743  0.000
H26 2.776 2.704 2.890  0.000
C20 1.107 1.342 3.213  -0.005
C21 0.633 -3.306 4.207  0.000
H27 -2.943 -3.278 3.693  0.000
H28 1.918 4.446 4.400  0.000
Cl1 -2.117 -1.193 -1.633  0.095
C22 1.170 3.700 -0.948  -0.008
C23 1.343 3.527 4.262  -0.001
H29 2.173 -4.684 -2.470  0.001
C24 4.048 -3.272 -1.226  -0.001
H30 1.659 -5.209 4.324  0.000
H31 -4.990 -1.604 3.327  0.000
C25 -0.942 1.565 -3.030  0.120
H32 1.999 5.646 -4.197  0.000
N2 -3.284 -1.918 2.115  0.000
C26 0.436 -0.424 -3.782  0.010
H33 4.005 -0.269 1.356  0.000
H34 -2.193 1.990 -4.711  0.011
C27 0.139 3.340 4.949  0.000
C28 1.496 3.003 -2.112  -0.022
C29 -2.110 1.271 -3.884  -0.023
H35 3.681 -4.374 3.117  0.000
H36 -1.846 -3.435 2.285  0.000
H37 1.351 6.897 -2.130  0.000
H38 0.819 5.608 -0.042  0.000
H39 -1.558 2.024 5.241  0.000
H40 3.555 1.443 1.448  0.000
C30 1.103 5.090 -0.957  -0.003
Cl2 -1.326 1.751 0.009  0.104

Density functional theory data (ωB97M-V with the def2-TZVPD basis set) for a molecular structure, C15H13ClFI2N2O9Sn.

Net charge = +1
Kohn-Sham gap (alpha / beta) = 4.86 / 7.68 eV
E = -2735.212419 Eh
Multiplicity = 1

Last column: Löwdin charge in e.
CARTESIAN COORDINATES (ANGSTROEM)
O1 -0.639 2.139 2.280  -0.116
H1 1.631 -3.622 1.724  0.091
H2 1.952 -4.560 -0.346  0.130
O2 1.620 2.401 2.140  0.230
N1 1.883 -1.277 0.429  0.051
C1 1.745 -0.152 1.114  0.067
O3 -1.270 1.225 -0.322  -0.106
C2 -5.034 3.412 -2.049  -1.053
H3 3.795 -2.271 -1.184  0.135
O4 -2.536 -0.134 2.660  0.119
O5 -0.107 4.163 -0.116  -0.454
H4 2.360 -2.474 2.852  0.089
I1 -4.890 1.566 -0.984  0.769
Sn1 -2.180 3.205 0.789  1.256
C3 1.077 -2.844 -1.255  -0.111
H5 3.332 -3.791 2.198  0.099
O6 0.830 6.207 0.621  -0.220
H6 -5.930 3.916 -1.709  -0.028
C4 -0.155 -0.791 -0.789  -0.030
C5 -0.966 -2.336 -2.410  -0.239
C6 -0.321 0.473 -0.060  -0.261
O7 -1.325 5.511 1.308  -0.449
H7 3.817 -1.565 1.124  0.154
C7 0.114 -3.180 -2.182  0.084
N2 -3.296 0.647 3.120  -0.160
H8 0.194 -4.101 -2.746  0.146
Cl1 -0.349 5.577 0.224  0.632
O8 -0.943 6.218 -0.907  -0.414
H9 2.500 0.077 1.854  0.165
O9 -3.681 1.747 2.860  0.004
C8 2.987 -2.192 0.797  -0.289
H10 2.548 -4.219 -1.958  0.132
C9 0.671 0.698 0.946  0.054
I2 -3.322 4.690 -1.678  0.970
H11 -1.961 -0.507 -1.926  0.128
H12 -5.085 3.182 -3.105  -0.029
H13 4.238 -3.641 -0.165  0.132
C10 2.252 -3.752 -1.019  -0.117
C11 2.545 -3.076 1.962  -0.009
C12 3.422 -2.973 -0.435  -0.121
C13 0.531 1.891 1.916  -0.583
C14 0.941 -1.640 -0.533  -0.055
C15 -1.111 -1.148 -1.738  0.095
F1 -1.882 -2.697 -3.302  0.113

Density functional theory data (ωB97M-V with the def2-TZVPD basis set) for 14 unconnected molecules or ions with the total composition C18H7Cl52I2N4.

Net charge = +1
Kohn-Sham gap = 8.73 eV
E = -25434.063522 Eh
Multiplicity = 1

Last column: Löwdin charge in e.
CARTESIAN COORDINATES (ANGSTROEM)
C1 5.189 -1.239 -4.353  -2.053
H1 1.096 2.328 -4.258  0.070
Cl1 -8.084 3.111 1.533  0.513
H2 2.022 -2.528 -1.452  0.072
Cl2 -12.947 2.916 4.290  0.532
Cl3 4.305 -2.334 3.543  0.465
Cl4 -1.700 7.179 -3.178  0.477
Cl5 -3.249 4.723 -1.356  0.524
Cl6 6.642 -13.115 -2.086  0.479
C2 4.504 -9.866 -3.014  -2.046
Cl7 -4.015 2.043 -2.176  0.526
Cl8 -0.544 9.824 -3.243  0.537
Cl9 -9.202 14.893 -1.580  0.522
Cl10 -3.386 9.496 -2.873  0.536
C3 -7.868 3.730 -0.104  -2.036
Cl11 6.952 -4.185 3.421  0.449
Cl12 6.626 -15.555 -3.618  0.525
Cl13 -2.474 3.717 -3.939  0.548
C4 -9.808 9.324 0.336  -2.040
C5 -9.739 14.840 0.103  -2.054
Cl14 -11.045 16.002 0.342  0.530
Cl15 8.176 -0.237 4.583  0.514
Cl16 -1.266 2.644 -1.550  0.526
Cl17 6.038 0.282 -4.611  0.541
H3 0.025 -0.623 2.868  0.120
I1 -1.186 -1.272 -3.100  1.006
Cl18 5.236 -9.949 -1.406  0.499
Cl19 -11.333 10.180 0.604  0.514
C6 -11.625 1.781 4.022  -2.062
Cl20 -1.563 8.750 -0.767  0.519
Cl21 6.051 -2.555 -5.133  0.561
C7 -1.798 8.820 -2.518  -2.060
Cl22 8.836 -5.243 5.336  0.529
C8 1.091 -0.948 1.141  -0.370
H4 1.740 -0.459 3.043  0.082
Cl23 9.631 -1.700 6.597  0.534
Cl24 6.814 -2.187 6.202  0.471
Cl25 4.415 -8.175 -3.531  0.499
C9 0.445 -0.301 -2.277  -0.849
Cl26 4.057 -4.709 1.021  0.499
Cl27 5.064 -1.556 -2.616  0.481
Cl28 -9.566 8.151 1.634  0.515
Cl29 -11.132 1.835 2.327  0.495
Cl30 -6.140 3.807 -0.492  0.468
Cl31 9.108 -14.528 -2.567  0.527
Cl32 3.004 -4.780 -1.661  0.526
H5 1.235 0.716 -4.979  0.072
Cl33 -8.672 2.648 -1.250  0.531
Cl34 3.553 -1.126 -5.035  0.519
C10 0.742 1.297 -4.189  -0.186
Cl35 -9.885 8.478 -1.216  0.514
Cl36 4.045 -4.290 5.661  0.546
Cl37 -12.151 0.148 4.435  0.528
Cl38 2.877 -10.548 -2.952  0.535
N1 0.864 -0.807 -1.017  -0.155
C11 1.610 -1.863 -0.698  -0.109
I2 2.765 1.520 -1.915  0.999
Cl39 1.996 -4.051 3.658  0.521
H6 -0.342 1.294 -4.345  0.035
C12 1.097 0.706 -2.856  -0.836
H7 -0.026 0.620 0.213  0.166
Cl40 5.628 -5.842 -1.112  0.537
Cl41 -10.309 13.212 0.481  0.474
C13 7.994 -5.559 3.821  -2.043
C14 3.173 -3.166 4.629  -2.035
Cl42 -8.463 10.462 0.315  0.516
Cl43 7.137 -15.643 -0.781  0.527
C15 -2.778 3.289 -2.253  -2.010
N2 1.769 -1.980 0.608  0.202
Cl44 7.702 0.292 7.382  0.535
Cl45 2.357 -1.957 5.632  0.538
Cl46 5.486 -10.779 -4.156  0.525
Cl47 3.280 -7.225 -0.158  0.543
Cl48 -8.563 5.344 -0.225  0.513
Cl49 9.168 -5.806 2.527  0.537
C16 7.379 -14.712 -2.261  -2.058
Cl50 -8.385 15.249 1.164  0.521
C17 4.003 -5.654 -0.463  -2.021
C18 8.083 -0.960 6.198  -2.050
N3 0.943 -0.649 2.454  0.173
N4 0.548 -0.214 0.163  0.195
Cl51 -10.247 2.231 5.038  0.510
Cl52 6.988 -7.004 3.993  0.527

Density functional theory data (ωB97M-V with the def2-TZVPD basis set) for C6H12N2O in the gas phase.

Kohn-Sham gap = 8.68 eV
SMILES = C=C(C)[C@]1(O)[C@H](N)[C@@H]1N
E = -420.301366 Eh
Multiplicity = 1

Last column: Löwdin charge in e.
CARTESIAN COORDINATES (ANGSTROEM)
H1 -0.291 0.637 2.842  0.107
H2 -1.639 -2.184 -0.043  0.145
C1 -0.665 -0.481 -0.034  -0.423
H3 2.414 -1.028 1.536  0.055
H4 -2.133 1.088 -0.395  0.134
H5 -1.645 -0.418 -2.297  0.186
C2 0.204 -0.380 2.368  -0.137
N1 -0.244 2.040 -0.918  0.021
H6 0.958 -0.383 -2.862  0.066
H7 1.323 -0.509 2.923  0.102
N2 0.534 0.155 -2.130  -0.012
C3 -1.142 0.850 -0.628  -0.250
C4 1.749 -0.696 0.721  0.026
O1 -1.688 -1.264 0.318  0.033
H8 1.843 -1.333 -0.236  0.086
C5 -0.770 -0.079 -1.567  -0.276
H9 -0.235 2.754 -0.024  0.151
H10 0.622 1.647 -1.153  -0.022
H11 0.645 1.325 -2.511  0.194
C6 0.414 -0.440 0.910  -0.333
H12 -0.255 -1.301 3.178  0.147

Density functional theory data (ωB97M-V with the def2-TZVPD basis set) for C5H10O2 in the gas phase.

Kohn-Sham gap = 10.43 eV
SMILES = C=C(CO)CCO
E = -346.942753 Eh
Multiplicity = 1

Last column: Löwdin charge in e.
CARTESIAN COORDINATES (ANGSTROEM)
H1 -0.830 0.247 2.438  0.109
H2 0.822 -0.334 2.662  0.113
C1 1.526 0.325 -0.849  0.062
H3 -1.079 -1.161 0.697  0.101
H4 0.578 -1.711 0.851  0.115
H5 2.301 0.298 -0.088  0.079
C2 0.318 -0.190 -0.624  -0.308
H6 -0.398 0.472 -2.526  0.117
H7 -0.919 -1.164 -2.099  0.128
O1 0.697 1.393 1.659  -0.083
H8 0.314 1.701 0.827  0.079
C3 -0.037 -0.816 0.710  -0.126
H9 -2.510 -0.269 -0.865  0.082
C4 0.143 0.131 1.940  -0.248
C5 -0.745 -0.153 -1.697  -0.232
H10 1.777 0.803 -1.793  0.071
O2 -1.959 0.426 -1.242  -0.058

Density functional theory data (ωB97M-V with the def2-TZVPD basis set) for C10H18 in the gas phase.

Kohn-Sham gap = 9.16 eV
SMILES = CCC=C=CCC(C)(C)C
E = -391.705634 Eh
Multiplicity = 1

Last column: Löwdin charge in e.
CARTESIAN COORDINATES (ANGSTROEM)
H1 -1.549 0.108 0.328  0.113
C1 1.945 2.650 0.429  -0.087
H2 2.149 3.227 -0.477  0.073
H3 -0.204 4.089 -0.206  0.102
H4 -1.377 -3.454 1.071  0.084
H5 1.021 -2.664 -0.740  0.130
H6 -0.330 1.140 -1.604  0.043
H7 -2.604 -4.474 -0.673  0.071
H8 -2.189 -2.862 -1.103  0.080
C2 -0.757 -3.779 0.260  -0.289
C3 -0.584 -0.213 0.708  -0.094
H9 2.806 1.944 0.646  0.106
H10 -0.230 -4.821 0.508  0.142
C4 0.416 0.835 1.202  -0.164
C5 0.618 1.977 0.160  -0.572
C6 -0.488 3.098 0.283  -0.056
H11 1.813 3.395 1.203  0.073
C7 -1.725 -3.858 -0.907  -0.133
H12 1.260 0.596 -1.316  0.053
H13 -0.660 3.359 1.352  0.081
H14 -1.374 2.670 -0.162  0.061
H15 1.066 2.165 -2.020  0.090
H16 1.278 0.256 1.447  0.094
C8 -0.067 -1.418 0.565  -0.049
C9 0.213 -2.618 0.078  -0.125
H17 -1.159 -4.139 -1.832  0.084
H18 0.084 1.375 2.137  0.122
C10 0.629 1.416 -1.335  -0.032